1.
15
Properties=species:S:1:pos:R:3:forces:R:3:lowdin_charge:R:1 method="wB97M-V/def2-TZVPD" charge=0 homo_lumo_gap_ev=10.9695 e_above_lowest_ev=1.654 lumo_energy_ev=0.824 e_homo_ha=-0.373 spin_multiplicity=1
C -1.45778 -1.69794 1.94026 0.302 1.273 3.920 -0.10
C -1.34796 -0.92792 0.64094 -1.842 0.353 -0.579 -0.18
C -0.21835 -0.04845 0.31766 3.427 0.524 1.422 -0.51
O 0.92510 -0.44721 0.21945 -0.501 -0.445 -0.452 0.07
O -0.38092 1.30452 0.31487 -5.065 -2.112 0.598 0.11
H -2.41446 -1.47390 2.53383 1.186 -0.022 -1.106 0.09
H -0.63066 -1.41176 2.72638 -1.298 -0.901 -1.661 0.12
H -1.51623 -2.76707 1.76698 0.500 -0.041 0.098 0.06
H -2.22862 -0.28906 0.51449 -0.213 -0.581 -0.305 0.12
H -1.30666 -1.77688 -0.02443 -0.204 0.482 -1.176 0.12
H 0.42507 1.67409 0.14629 3.656 1.433 -0.713 0.02
P 2.97798 2.05857 -1.39499 0.818 1.102 -0.863 0.61
H 3.36580 1.89688 -2.81191 -0.309 0.313 1.088 -0.15
H 2.59009 3.46498 -1.51615 0.735 -0.637 -0.040 -0.16
H 1.66785 1.82688 -1.69050 -1.192 -0.740 -0.231 -0.23


2.
15
Properties=species:S:1:pos:R:3:forces:R:3:lowdin_charge:R:1 method="wB97M-V/def2-TZVPD" charge=-1 homo_lumo_gap_ev=7.1072 e_above_lowest_ev=1.385 lumo_energy_ev=3.406 e_homo_ha=-0.136 spin_multiplicity=1
C 0.99875 0.38780 0.97676 -0.833 -3.286 -0.260 -0.36
O 1.87911 -0.54985 0.39825 -0.627 0.199 -0.977 -0.31
C -0.52084 -0.09505 1.11498 0.362 -0.862 -0.690 -0.28
C -1.32320 -0.19334 -0.16635 -0.042 0.782 -1.052 -0.56
S -2.01543 1.45106 -0.69281 -0.925 0.541 0.287 0.58
H 1.03575 1.31977 0.42862 0.121 0.881 0.575 0.08
H 1.20450 0.23369 2.02748 0.764 1.773 0.771 0.08
H -0.47163 -1.13693 1.48874 0.286 0.369 0.056 0.10
H -1.10634 0.46946 1.87298 0.467 0.012 -0.395 0.09
H -2.10430 -0.98387 -0.12709 -0.132 1.045 0.068 0.07
H -0.80664 -0.36934 -1.10875 1.013 -0.785 0.653 0.01
H -0.94607 2.30744 -0.70690 -0.189 -1.038 0.127 -0.16
H 1.30376 -1.40279 -2.64237 0.253 0.202 0.680 -0.05
H 1.69174 -0.73205 -0.88330 -0.782 0.157 0.237 0.02
O 1.18084 -0.70600 -1.98025 0.263 0.011 -0.079 -0.32


3.
15
Properties=species:S:1:pos:R:3:forces:R:3:lowdin_charge:R:1 method="wB97M-V/def2-TZVPD" charge=0 homo_lumo_gap_ev="10.1643 / 7.1168" e_above_lowest_ev=0.137 lumo_energy_ev="0.873 / -2.168" e_homo_ha="-0.341 / -0.341" s_squared=0.75 spin_multiplicity=2
C 0.93586 0.77013 -0.34698 0.400 -0.206 0.127 -0.30
O 0.36948 0.35439 -1.50748 -0.267 -0.126 -0.013 0.01
C 0.35473 0.02945 0.89297 0.110 0.147 -0.556 -0.25
C 0.33058 -1.47232 0.68125 -0.585 0.045 0.292 -0.57
S 0.05854 -2.40035 2.24154 0.305 0.017 -0.294 0.70
H 0.92502 1.85940 -0.22321 -0.061 -0.053 0.080 0.12
H 1.98694 0.41838 -0.41794 -0.040 0.166 0.032 0.15
H 1.01430 0.26861 1.72161 -0.040 0.158 0.216 0.11
H -0.63921 0.43648 1.07123 -0.059 -0.081 0.203 0.12
H 1.27721 -1.76913 0.25970 0.322 -0.359 -0.068 0.07
H -0.46189 -1.76241 -0.00255 0.081 0.076 -0.148 0.07
H -0.47591 -1.37664 2.89932 -0.172 0.145 0.181 -0.16
H -2.42129 1.56309 -3.01037 0.017 0.013 0.052 0.03
H -1.23159 1.25674 -2.08471 -0.337 0.376 -0.158 -0.01
O -2.02276 1.82417 -2.17439 0.324 -0.315 0.054 -0.08